# 1
Below is a cluster of 10 separate species, H20O10 in total, with properties calculated with ωB97M-V/def2-TZVPD.

Geometry (Å):
O  25.716  39.915  20.721
O  25.749  42.575  21.860
O  28.863  40.934  25.455
O  28.450  41.523  20.474
O  28.382  38.672  21.075
O  26.943  40.682  23.486
O  30.239  38.676  23.014
O  27.507  43.835  24.127
O  24.391  43.376  25.037
O  25.185  40.763  25.690
H  28.586  37.857  20.383
H  28.237  43.336  23.782
H  25.709  40.704  26.588
H  26.509  40.338  20.366
H  26.131  43.041  22.445
H  28.702  42.145  21.233
H  25.699  40.485  25.018
H  28.617  40.100  26.064
H  23.488  43.517  25.551
H  27.257  40.279  22.786
H  27.984  40.988  24.938
H  27.296  44.623  23.438
H  24.993  42.726  22.312
H  24.850  42.576  25.317
H  29.447  38.383  23.458
H  26.394  41.356  23.223
H  30.792  37.934  22.761
H  28.676  40.459  20.677
H  29.085  38.740  21.823
H  25.951  39.058  21.151

Results
Highest occupied orbital energy: -0.388 hartree
Net charge: 0
Structure (SMILES): O.O.O.O.O.O.O.O.O.O
E: -20796.5564 eV
E_LUMO: -0.0083 Eh
ΔE to the lowest compared entry with this formula, charge and spin: 6.056 eV
Molecular weight: 180.2 g/mol

# 2
Below is an isolated molecule of C11H12N4O6, with properties calculated with ωB97M-V/def2-TZVPD.

Geometry (Å):
O  4.094  0.571  0.936
O  -1.896  2.117  0.812
O  -3.540  2.542  -0.527
O  -3.661  0.940  -4.950
O  3.839  -0.435  2.941
O  -2.275  -0.581  -5.686
N  -2.476  1.964  -0.266
N  -0.382  -0.048  0.291
N  0.321  -1.045  0.666
N  -2.718  0.209  -4.800
C  -0.950  0.129  -0.963
C  3.402  0.285  2.077
C  -0.527  -0.740  -1.990
C  -2.086  0.215  -3.550
C  -1.114  -0.731  -3.224
C  0.992  0.103  2.832
C  1.150  -2.456  2.538
C  -1.919  1.112  -1.234
C  -2.446  1.147  -2.565
C  0.804  -1.104  1.999
C  2.059  1.039  2.229
H  0.044  0.624  2.938
H  2.219  1.905  2.906
H  0.215  -1.504  -1.737
H  2.136  -2.780  2.177
H  1.200  -2.528  3.638
H  1.268  -0.215  3.826
H  -0.834  -1.497  -3.930
H  -0.674  0.681  0.947
H  0.399  -3.167  2.216
H  -3.190  1.903  -2.800
H  4.841  -0.057  1.008
H  1.703  1.403  1.243

Results
Highest occupied orbital energy: -0.304 hartree
Net charge: 0
Structure (SMILES): C/C(CCC(=O)O)=N/Nc1ccc([N+](=O)[O-])cc1[N+](=O)[O-]
E: -29840.1649 eV
E_LUMO: -0.0479 Eh
ΔE to the lowest compared entry with this formula, charge and spin: 1.432 eV
Molecular weight: 296.2 g/mol

# 3
Below is a structure of composition C33H33BeCl2NO7P4, with properties calculated with ωB97M-V/def2-TZVPD.

Geometry (Å):
Cl  0.358  12.882  19.734
Cl  2.146  14.789  18.318
P  -2.627  13.639  12.337
P  -5.818  15.403  15.143
P  -3.219  16.195  15.728
P  -3.441  11.691  14.902
O  -3.263  17.219  14.604
O  -5.150  14.164  14.451
O  -2.607  14.853  15.402
O  -5.853  16.607  14.033
O  -7.152  15.239  15.718
O  -2.479  16.730  16.997
O  -4.726  15.845  16.302
N  -4.005  11.199  11.943
C  -0.593  9.038  16.065
C  -5.234  15.114  9.571
C  -0.759  11.879  15.797
C  -5.068  8.658  8.739
C  -4.875  10.868  9.703
C  -4.448  10.332  10.931
C  -3.438  16.722  9.952
C  -4.003  10.614  13.326
C  1.837  14.688  11.881
C  -0.254  14.886  13.126
C  -4.641  8.107  9.973
C  -5.857  11.788  16.256
C  -6.709  11.556  17.336
C  1.147  15.066  13.051
C  -2.987  15.962  10.988
C  -1.834  10.995  15.430
C  1.108  13.971  10.938
C  0.462  9.881  16.488
C  -4.864  10.766  18.664
C  -0.939  14.159  12.165
C  -4.529  16.290  9.215
C  -1.768  9.610  15.650
C  -4.390  8.945  11.020
C  -3.981  10.929  17.593
C  -6.175  11.167  18.569
C  -3.549  14.689  11.247
C  -0.226  13.782  10.988
C  -4.723  14.319  10.566
C  0.390  11.264  16.303
C  -2.769  11.896  11.543
C  -5.081  10.059  8.586
C  -4.456  11.503  16.402
C  2.047  13.350  19.378
Be  -3.633  13.859  14.409
H  2.532  12.477  18.903
H  -3.280  9.768  13.381
H  -5.276  13.490  10.945
H  -0.495  7.899  16.251
H  1.380  9.448  16.908
H  -0.805  15.364  13.906
H  1.637  13.600  10.032
H  1.265  11.895  16.681
H  -6.154  14.882  9.077
H  -4.048  8.381  11.913
H  -6.227  12.253  15.341
H  -2.749  12.069  10.446
H  -0.739  13.297  10.140
H  2.459  13.552  20.415
H  2.887  14.924  11.739
H  -5.071  10.255  13.518
H  -2.972  10.617  17.729
H  -4.345  10.408  19.589
H  -4.951  16.976  8.450
H  1.699  15.652  13.819
H  -5.038  17.102  14.257
H  -5.281  8.013  7.869
H  -0.925  12.953  15.688
H  -2.277  16.420  11.662
H  -4.381  7.068  10.032
H  -1.810  11.436  11.918
H  -7.775  11.714  17.286
H  -6.843  11.274  19.408
H  -3.061  17.706  9.779
H  -5.295  10.451  7.614
H  -2.464  17.712  16.964
H  -5.008  11.978  9.544
H  -2.662  8.920  15.494

Results
Highest occupied orbital energy: -0.306 hartree
Net charge: 0
E: -113189.6339 eV
E_LUMO: 0.0100 Eh
Molecular weight: 759.4 g/mol